# 1
Entry from OMol25: a cluster of 2 separate species, C5H7N in total at a distorted geometry (ωB97M-V/def2-TZVPD).

Geometry as ORCA input:
```
! wB97M-V def2-TZVPD RIJCOSX def2/J DEFGRID3
* xyz 0 1
N -2.54 0.61 1.62
C -0.02 -0.41 -0.69
C 0.68 -0.54 1.69
C -1.82 0.64 0.71
C -0.98 0.74 -0.49
C 1.20 -0.24 -1.22
H 1.59 0.75 -1.43
H 1.60 0.06 1.91
H 1.80 -1.09 -1.54
H -0.44 1.69 -0.47
H 1.04 -1.58 1.84
H -0.44 -1.41 -0.59
H -1.67 0.79 -1.35
*
```

Output
**Energy relative to the best compared isomer or geometry (same formula, charge and spin)**: 129.4 kcal/mol
**Orbital gap (spin up / spin down)**: 8.3 / 8.3 eV
**LUMO (spin up / spin down)**: -0.026 / -0.026 hartree
**E_tot**: -249.2670 Ha



# 2
Entry from OMol25: the molecule C5H7N at a distorted geometry (ωB97M-V/def2-TZVPD).

Geometry as ORCA input:
```
! wB97M-V def2-TZVPD RIJCOSX def2/J DEFGRID3
* xyz 0 1
N 1.05 -0.02 -0.75
C 1.41 -0.19 0.66
C 0.48 -1.13 0.04
C -0.97 -0.77 0.09
C -0.26 0.63 -0.90
C -1.04 1.07 0.19
H 2.44 -0.50 0.78
H -0.66 1.38 1.16
H -1.73 -1.20 -0.54
H 0.76 -2.16 -0.15
H -2.00 1.53 -0.07
H -0.56 0.84 -1.93
H 1.08 0.53 1.41
*
```

Output
**Energy relative to the best compared isomer or geometry (same formula, charge and spin)**: 122.1 kcal/mol
**Orbital gap**: 8.6 eV
**LUMO**: 0.043 hartree
**E_tot**: -249.2787 Ha
**SMILES**: C1[C@H]2[C@@H]1N1C[C@@H]21



# 3
Entry from OMol25: the molecule C5H7N at a distorted geometry (ωB97M-V/def2-TZVPD).

Geometry as ORCA input:
```
! wB97M-V def2-TZVPD RIJCOSX def2/J DEFGRID3
* xyz 0 1
N 1.52 0.45 -1.80
C 1.54 -0.71 -0.43
C 0.17 1.20 0.68
C -0.76 -1.15 0.57
C 0.33 0.09 -1.53
C 0.23 -0.16 -0.02
H -0.49 -1.39 1.59
H -0.49 -0.10 -2.22
H 0.90 1.88 0.27
H -0.76 -2.07 -0.01
H 0.38 1.05 1.74
H -1.76 -0.73 0.57
H -0.83 1.63 0.58
*
```

Output
**Energy relative to the best compared isomer or geometry (same formula, charge and spin)**: 126.6 kcal/mol
**Orbital gap (spin up / spin down)**: 8.8 / 8.8 eV
**LUMO (spin up / spin down)**: -0.007 / -0.007 hartree
**E_tot**: -249.2716 Ha
**SMILES**: CC1(C)C2=N[C@@H]21



# 4
Entry from OMol25: the molecule C5H7N at a distorted geometry (ωB97M-V/def2-TZVPD).

Geometry as ORCA input:
```
! wB97M-V def2-TZVPD RIJCOSX def2/J DEFGRID3
* xyz 0 1
N -0.03 0.64 -2.25
C -0.02 0.01 -0.12
C 0.98 0.91 0.52
C 0.48 -0.35 -1.53
C -0.88 0.55 -1.15
C -0.49 -1.09 0.82
H 1.36 1.68 -0.11
H -1.50 -0.98 1.01
H 1.80 0.44 1.00
H -0.38 -1.96 0.10
H 0.44 1.30 1.42
H -2.06 -0.03 -1.36
H 0.30 -1.10 1.67
*
```

Output
**Energy relative to the best compared isomer or geometry (same formula, charge and spin)**: 120.0 kcal/mol
**Orbital gap**: 9.4 eV
**LUMO**: 0.014 hartree
**E_tot**: -249.2820 Ha
**SMILES**: CC1(C)C2=N[C@@H]21



# 5
Entry from OMol25: the molecule C5H7N (ωB97M-V/def2-TZVPD).

Geometry as ORCA input:
```
! wB97M-V def2-TZVPD RIJCOSX def2/J DEFGRID3
* xyz 0 1
N 1.00 0.87 -0.81
C 1.12 0.80 0.64
C -1.28 0.34 0.07
C -2.44 0.63 0.16
C 0.37 -1.52 -0.30
C 0.12 -0.04 -0.07
H 0.49 1.70 -1.09
H 1.44 -1.68 -0.45
H -3.47 0.89 0.24
H 2.03 0.34 1.01
H 0.03 -2.11 0.56
H -0.17 -1.86 -1.19
H 0.75 1.63 1.23
*
```

Output
**Energy relative to the best compared isomer or geometry (same formula, charge and spin)**: 64.4 kcal/mol
**Orbital gap**: 10.4 eV
**LUMO**: 0.040 hartree
**E_tot**: -249.3706 Ha
**SMILES**: C#C[C@]1(C)CN1



# 6
Entry from OMol25: the ion C5H7N2 with charge +1 at a distorted geometry (ωB97M-V/def2-TZVPD).

Geometry as ORCA input:
```
! wB97M-V def2-TZVPD RIJCOSX def2/J DEFGRID3
* xyz 1 1
N 1.45 -0.40 -0.37
N 2.23 0.52 0.53
C 0.35 -1.40 -0.23
C 1.12 0.85 -0.09
C -1.39 0.38 0.10
C -0.59 1.65 -0.22
C -1.03 -0.86 0.14
H 0.67 -2.42 0.15
H -2.39 0.49 0.23
H -1.82 -1.65 0.32
H 0.28 -1.79 -1.30
H -0.42 2.51 0.50
H 2.35 0.33 1.54
H -0.81 1.79 -1.31
*
```

Output
**Energy relative to the best compared isomer or geometry (same formula, charge and spin)**: 175.6 kcal/mol
**Orbital gap**: 9.5 eV
**LUMO**: -0.192 hartree
**E_tot**: -303.7392 Ha
**SMILES**: C1=CCN2[NH+]=C2C1



> Which value of energy relative to the best compared isomer or geometry (same formula, charge and spin) does entry 3 give?

126.6 kcal/mol



> energy relative to the best compared isomer or geometry (same formula, charge and spin) of number 4 (C5H7N)?

120.0 kcal/mol



> Look up the energy relative to the best compared isomer or geometry (same formula, charge and spin) of the third one.

126.6 kcal/mol



> Number 3 is which compound?

C5H7N